Entry from the OMol25 dataset: a molecular structure, C62H82BF2N10O3PRbS (ωB97M-V/def2-TZVPD).

Structure (XYZ):
```
163
Properties=species:S:1:pos:R:3:forces:R:3
H 2.8023 -3.0400 4.4790 0.0 0.0 0.0
H -2.2357 -0.4081 -7.2247 0.0 0.0 0.0
H -1.0919 -3.9649 6.5934 0.0 0.0 0.0
H 2.7217 2.9399 0.9213 0.0 0.0 0.0
H 2.9118 -5.4908 0.3776 0.0 0.0 0.0
H -5.5406 3.3066 -0.0358 0.0 0.0 0.0
C 4.3994 -1.5988 4.4982 -0.1 0.0 0.0
H 7.3436 3.9667 -3.4964 0.0 0.0 0.0
C 0.9169 2.4241 1.9514 0.1 0.1 0.0
C -4.1574 -1.3541 2.8676 0.0 0.0 -0.1
C 4.2509 4.7141 -4.6912 0.1 0.0 0.0
H -3.7399 2.1154 8.0143 0.0 0.0 0.0
H 3.7902 5.2399 -5.5176 0.0 0.0 0.0
H -0.4178 0.3808 8.2444 0.0 0.0 0.0
C 1.6583 6.4474 -4.4818 0.0 0.0 0.0
C 1.9462 -3.5647 0.5578 0.1 0.0 0.0
C 0.1272 -3.4813 2.8993 0.0 0.0 0.1
O -2.7396 2.3641 -1.8331 0.1 -0.1 0.2
H -5.8160 4.9960 0.4114 0.0 0.0 0.0
S -4.2874 -1.3631 -2.9679 0.1 0.1 -0.2
C -0.3175 -3.5840 -4.6934 0.0 0.0 -0.1
C 4.0902 3.3216 -2.7594 0.1 -0.1 0.0
H 3.3950 -2.8433 -2.5011 0.0 0.0 0.0
H 2.6608 -4.3174 -1.9209 0.0 0.0 0.0
B -2.2745 1.7546 3.5211 -0.1 0.0 -0.1
H 2.9276 -1.7811 -0.2601 0.0 0.0 0.0
H 1.0367 -4.4719 -8.2690 0.0 0.0 0.0
H 1.0716 -4.1277 0.2124 0.0 0.0 -0.1
C 2.0629 -0.3824 3.4668 0.0 -0.1 0.1
C 3.2300 -3.4402 -1.6028 0.0 0.0 0.1
C -3.1067 -2.2264 0.6282 0.1 0.1 0.1
H -1.4996 -0.9482 7.8446 0.0 0.0 0.0
C 1.5312 -4.1477 -6.1823 0.0 0.0 0.0
C 3.4347 4.0364 -3.7733 -0.2 0.1 0.0
C -3.0764 0.0100 -6.6625 0.0 -0.1 0.0
H -4.0581 3.0166 5.4442 0.0 0.0 0.0
H -1.2459 -1.8252 3.1336 0.0 0.0 0.0
H 5.1225 -2.1862 5.0696 0.0 0.0 0.0
H -3.2747 1.0035 -7.0753 0.0 0.0 0.0
C 4.5713 -3.8492 -0.9667 0.0 0.0 0.0
C -0.9994 -4.3199 5.5639 0.0 0.0 -0.1
H -2.2622 -3.6015 -5.6662 0.0 0.0 0.0
C 3.4335 -2.5231 3.7533 0.0 0.1 0.0
H 4.1575 0.3460 5.4232 0.0 0.0 0.0
H 5.3349 -3.0986 -1.1877 0.0 0.0 0.0
C 2.1897 -0.4267 4.9857 0.0 0.0 0.0
C -2.0990 0.9437 7.0332 0.0 0.0 0.0
C 0.6943 -4.6732 3.7179 -0.1 0.1 0.0
C 1.1553 5.1400 -4.3269 0.0 0.0 0.0
O 0.4110 -1.4289 1.1821 0.3 -0.3 0.2
C 1.7828 2.4209 0.7273 -0.1 0.0 0.1
H -3.4764 0.5326 -4.5977 0.0 0.0 0.0
C 0.4394 0.4836 -3.4084 0.1 0.1 -0.1
C 3.6464 -0.6204 5.4233 0.0 0.0 0.0
C 0.8494 7.4992 -4.8904 0.0 0.0 0.0
H -3.7050 -3.1250 0.7818 0.0 0.0 0.0
C -0.7271 -2.5385 3.7711 0.0 0.0 0.0
N -2.1846 -1.0725 -4.6345 0.2 0.1 0.0
N -0.2959 1.8943 1.9302 0.0 0.1 0.0
H -2.4897 -3.1578 -2.2950 0.0 -0.1 -0.1
H -4.0625 -1.9130 -6.5182 0.0 0.0 0.0
H 4.9201 -4.7884 -1.4056 0.0 0.0 0.0
F 0.5407 0.2116 -4.7725 0.1 0.0 0.0
H -4.8934 -2.1151 3.0707 0.0 0.0 0.0
C -2.6488 0.1770 -5.2089 0.0 -0.1 0.0
H 2.6452 0.4656 3.1008 0.0 0.0 0.0
C 1.2250 2.9076 3.2390 0.0 0.0 0.0
H -1.1258 8.1294 -5.4840 0.0 0.0 0.0
H -1.2513 -1.3750 -4.8945 0.0 0.0 0.0
H 4.5894 -3.0390 1.0414 0.0 0.0 0.0
H 1.7784 0.4960 5.3995 0.0 0.0 0.0
H -1.9840 0.2482 9.0556 0.0 0.0 0.0
N -1.6577 0.8746 5.7883 -0.1 0.1 -0.1
O -0.0825 -3.4411 -2.3228 0.0 0.0 0.0
H -0.6527 3.9932 -4.4547 0.0 0.0 0.0
C 0.1093 2.6162 3.9879 0.0 0.0 0.0
C 6.2633 3.9857 -3.5734 -0.1 0.0 0.0
C 0.4852 -4.4815 5.2205 -0.1 0.0 0.0
C -1.4664 0.1111 8.1058 0.0 0.0 0.0
C -0.4990 7.3082 -5.1593 0.0 -0.1 0.0
H -3.8314 6.0585 2.3419 0.0 0.0 0.0
H 5.2349 -4.6647 0.9383 0.0 0.0 0.0
H -2.6760 3.0615 -3.7296 0.0 0.0 0.0
H -0.5814 0.1939 -3.1429 0.0 0.1 -0.2
H -3.2581 2.4506 -1.0232 0.0 0.0 0.0
N -3.8495 2.8049 1.8319 0.0 0.0 0.1
C -1.7181 -3.3522 4.5946 0.1 0.0 0.0
H 3.2400 -1.3776 1.9610 0.0 0.0 0.0
H -2.0581 -2.5211 0.5177 0.0 0.0 0.0
H -2.3801 -2.6764 5.1375 0.0 0.0 0.0
H 3.9944 -3.2868 3.2153 0.0 0.0 0.0
C -3.7065 4.9880 2.3708 0.0 0.0 0.0
H -3.4386 -1.7686 -0.3065 0.0 -0.1 0.0
H 1.0323 -3.5971 5.5579 0.0 0.0 0.0
H 1.5747 -1.2344 5.3921 0.0 0.0 0.0
C -3.3375 2.3289 5.8538 0.0 -0.1 0.0
H 1.2828 8.4893 -4.9875 0.0 0.0 0.0
C -0.7480 -3.2752 -3.3781 0.0 0.0 0.1
C -0.2216 4.9766 -4.5877 0.0 0.0 0.0
H -4.4296 4.5706 -0.5886 0.0 0.0 0.0
Rb -0.7607 0.2271 -0.5088 -0.3 0.2 0.1
H 1.0338 -0.1704 3.1714 0.0 0.0 0.0
C 3.0719 -4.5608 0.9316 0.0 0.1 0.0
C 0.8082 1.8289 -3.0239 0.0 0.0 0.1
C 1.3314 2.8656 -3.4607 0.1 -0.1 -0.1
C 5.4715 3.2918 -2.6634 0.0 0.0 0.0
F 1.2785 -0.4338 -2.8026 0.0 0.0 0.0
C -4.2977 -0.8904 -6.8197 0.0 0.0 0.0
H 1.4829 -2.2928 -1.1267 0.0 0.0 0.0
H -0.5437 -3.8788 2.1279 0.0 0.0 0.0
N -2.5027 -0.2006 1.8752 -0.1 0.1 0.0
H 0.9072 -5.3313 5.7639 0.0 0.0 0.0
C 2.5847 -1.6840 2.7858 0.0 0.0 0.1
C 2.3703 -2.6557 -0.6199 0.0 0.0 0.0
C -3.2686 -1.2774 1.7773 0.0 -0.1 0.0
P 1.2357 -2.4878 1.8481 -0.2 0.2 -0.2
C -1.1953 -3.7209 -5.8114 0.0 0.0 0.0
C -2.9848 4.2510 3.2800 0.0 0.0 0.0
H -4.6417 -0.9123 -7.8565 0.0 0.0 0.0
C -4.2226 4.0241 1.4787 0.0 0.0 0.0
N -3.1016 2.9467 2.9519 0.1 -0.1 -0.1
C -3.8619 -0.2470 3.6269 0.0 0.0 0.0
H -1.8323 0.8998 -5.1484 0.0 0.0 0.0
H -1.4779 -5.3033 5.5314 0.0 0.0 0.0
H 1.2924 2.9089 -0.1168 0.0 0.0 0.0
H 3.4876 2.7702 -2.0468 0.0 0.0 0.0
H -2.3900 4.5655 4.1229 0.0 0.0 0.0
N -2.8668 0.4280 3.0120 0.2 0.0 0.1
C 4.4469 -4.0096 0.5564 0.0 0.0 0.0
H -2.0755 5.8473 -5.1801 0.0 0.0 0.0
C -3.3192 3.1483 -2.8565 0.0 0.0 0.0
H 0.1762 -5.5888 3.4170 0.0 0.0 0.0
C 1.9619 4.0134 -3.8707 0.0 0.0 0.1
C -2.7776 -1.7605 -3.6524 -0.1 -0.1 0.2
H -0.1006 2.7992 5.0287 0.0 0.0 0.0
N -0.7850 1.9968 3.1853 -0.1 -0.1 0.2
H 2.5937 -4.3130 -6.3284 0.0 0.0 0.0
H 3.0481 -4.8330 1.9853 0.0 0.0 0.0
N -2.1121 -2.8385 -3.1768 -0.1 -0.1 0.2
H -4.3188 2.7912 -3.1248 0.0 0.0 0.0
C 5.6356 4.6938 -4.5897 -0.1 0.0 0.0
H 2.6933 6.6484 -4.2410 0.0 0.0 0.0
H 6.2304 5.2237 -5.3258 0.0 0.0 0.0
H -2.3537 -3.9151 3.9038 0.0 0.0 0.0
C 0.6612 -4.2420 -7.2797 0.0 0.0 0.0
H -0.1011 -1.9429 4.4389 0.0 0.0 0.0
C -1.0220 6.0277 -4.9933 0.0 0.0 0.0
H -1.4023 -4.1349 -7.8891 0.0 0.0 0.0
H 4.9737 -1.0400 3.7521 0.0 0.0 0.0
H 1.7424 -3.7663 -4.0827 0.0 0.0 0.0
H 2.0220 1.3974 0.4234 0.0 0.0 0.0
H -5.1179 -0.5503 -6.1846 0.0 0.0 0.0
H 3.6729 -0.9872 6.4532 0.0 0.0 0.0
C -3.1704 1.8546 7.1367 0.0 0.0 0.0
H -4.2844 0.0979 4.5565 0.0 0.0 0.0
H -3.3761 4.2051 -2.5790 0.0 0.0 0.0
C 1.0672 -3.8415 -4.9249 0.0 0.0 0.0
C -5.0485 4.2372 0.2488 0.0 0.0 0.0
H 1.7491 -4.8476 3.5126 0.0 0.0 0.0
H 2.1320 3.3888 3.5696 0.0 0.0 0.0
H 5.9370 2.7232 -1.8660 0.0 0.0 0.0
C -0.7065 -4.0353 -7.0621 0.0 0.0 0.0
N -2.4144 1.7365 5.0685 0.0 0.0 0.0
```
Forces are in eV/Å.

Properties
Frontier orbital gap (spin up / spin down)   3.9 / 5.2 eV
2S+1   2
Net charge   -2

Entry from the OMol25 dataset: a molecular structure, C2H4N2S3 (ωB97M-V/def2-TZVPD).

Structure (XYZ):
```
11
Properties=species:S:1:pos:R:3:forces:R:3
H 1.6632 0.7132 2.6785 -0.1 -0.1 0.1
N -0.3201 -0.7461 -1.2197 0.9 -1.7 0.9
C -0.8546 0.5100 -1.5477 -0.7 1.8 0.3
S 1.7951 0.6228 1.3522 0.0 -0.2 -0.4
N 0.1535 -1.0128 -0.0926 -0.9 0.8 -1.8
S -1.2901 1.6833 -0.2448 0.8 -1.1 0.8
C 0.3419 -0.2703 1.0862 -0.4 1.8 0.1
H -0.3828 -0.3659 1.8743 -0.2 -0.2 -0.1
H -0.1250 1.0077 -2.1960 0.1 -0.3 -0.2
S 0.7614 -2.4455 0.4652 0.3 -0.8 0.4
H -1.7425 0.3036 -2.1557 0.3 -0.2 -0.1
```
Forces are in eV/Å.

Properties
Frontier orbital gap (spin up / spin down)   6.3 / 6.3 eV
Net charge   0

Entry from the OMol25 dataset: 2 unconnected molecules or ions with the total composition C10H19BClN4O4 (ωB97M-V/def2-TZVPD).

Structure (XYZ):
```
39
Properties=species:S:1:pos:R:3:forces:R:3
C -4.2873 1.9065 1.3344 -1.1 -0.9 1.2
C -2.6274 0.3801 -0.8338 5.3 3.5 2.7
O -3.8410 2.3437 -0.0136 0.5 -0.5 1.2
H 7.9992 -3.1755 -1.7598 -0.1 0.1 0.0
H -2.5685 -1.9294 -1.9184 -0.7 -0.1 -0.7
H -7.0829 0.6853 1.9907 0.6 0.6 1.0
O -3.4954 -1.6990 -2.1680 0.7 2.4 2.5
H 8.6534 -1.7987 -0.8487 0.0 -0.1 0.0
C -6.4028 1.2973 2.6544 -0.2 0.3 -0.8
H 2.9651 -1.7379 0.1478 -1.2 1.5 -0.7
N -1.5315 2.1869 0.1905 3.6 -3.0 -0.8
O -5.1947 -0.1399 -1.3723 2.6 0.4 -0.9
H -4.3237 0.7634 1.3490 0.1 1.5 -0.4
B -3.8277 -0.5158 -1.4668 -1.5 -1.8 -1.3
H 4.9883 -0.9609 -1.2261 0.1 0.1 0.0
C 7.9777 -2.6555 -0.7970 0.2 -0.1 0.2
H 6.5584 -1.7447 0.5362 -0.1 -0.2 0.0
O 5.7178 -3.3681 -0.3684 -0.3 0.1 0.3
C 6.0088 -1.2562 -1.4842 -0.1 0.2 0.1
H -6.9988 1.8001 3.4832 0.8 -0.9 -1.1
H 5.9612 -1.7268 -2.4710 0.1 0.0 0.0
H 5.7155 -3.7966 -1.2343 0.1 0.1 0.1
C 1.6177 0.1619 -0.2188 -0.1 -0.3 2.0
H -5.6266 0.5753 3.0686 -1.0 1.1 -0.3
C 2.2910 -0.8505 -0.0482 -0.3 1.1 0.0
H 8.3584 -3.3563 -0.0503 0.0 0.1 0.0
H -6.3681 2.6190 0.7794 0.9 -0.2 1.3
N -2.6862 1.6426 -0.2183 -3.1 -1.1 -1.8
H -5.3115 0.6165 -1.9896 -0.4 -0.4 0.7
H -3.5006 2.1838 2.1154 -1.0 0.0 -1.1
N -1.2270 0.1071 -0.7500 -0.8 1.8 0.6
H -5.6148 3.3531 2.3531 -0.3 -0.9 -1.3
C -0.5629 1.2021 -0.1249 -4.1 -1.2 -1.3
N 0.7581 1.2687 0.1258 1.2 -1.5 -1.0
C -5.7409 2.4243 1.7068 0.9 -0.2 1.0
C 6.5636 -2.2202 -0.4480 0.2 -0.2 -0.7
Cl 1.3784 2.7052 0.8629 -0.3 -0.9 -0.4
H 6.6239 -0.3564 -1.5575 0.0 0.0 0.0
H -1.3162 3.0658 0.6699 -1.0 -0.2 -0.3
```
Forces are in eV/Å.

Properties
Frontier orbital gap   7.8 eV
Net charge   +1

Energy above the lowest of the compared OMol25 structures with the same formula, charge and spin readings, ordered: 0.0 458.3 173.5 kJ/mol
Largest force on an atom readings, ordered: 0.45 2.20 6.92 eV/Å